The following is a quantum chemistry calculation of C8H12 as an isolated structure at a distorted geometry, from OMol25.

Geometry (Å):
C  -1.0398  -1.0386  -1.5730
C  -0.3382  -1.9635  -0.3456
C  -0.0585  -0.7236  0.4945
C  0.7008  0.1497  1.3104
C  -0.4874  1.4013  1.2845
C  -0.0408  1.4047  -0.3481
C  1.3663  1.2493  0.2061
C  -0.1057  -0.0488  -0.8287
H  -2.0929  -1.0633  -1.3966
H  -0.6715  -1.4830  -2.6802
H  -0.9502  -2.7988  0.1339
H  0.7135  -2.3318  -0.6583
H  -1.1940  -0.8096  0.8256
H  1.7247  -0.2181  2.0259
H  -0.2342  2.4137  1.6931
H  -1.4722  0.9872  1.6525
H  -0.3944  2.1618  -1.0150
H  2.2156  0.8422  -0.6255
H  1.4900  2.1046  0.9873
H  0.8689  -0.2355  -1.1431

orbital gap	10.14	eV
2S+1	1

The following is a quantum chemistry calculation of C8H12 as an isolated structure at a distorted geometry, from OMol25.

Geometry (Å):
C  0.6395  -1.5649  1.1112
C  0.5137  -0.1532  0.3952
C  0.7290  1.0521  1.3105
C  0.8004  1.4764  2.5189
C  0.1123  -0.1934  -0.8870
C  -0.0310  -1.3465  -1.7948
C  -0.5172  0.9368  -1.7574
C  -1.6929  1.3473  -1.1715
H  -0.4895  -2.4196  1.4045
H  1.2264  -1.4266  2.0695
H  1.4672  -2.3685  0.2988
H  0.5930  1.9974  0.7139
H  0.4954  2.5896  3.0342
H  0.9191  0.7002  3.2641
H  -0.8406  -2.0748  -1.1640
H  0.9982  -1.9895  -2.1190
H  -0.7045  -0.6963  -2.6476
H  0.3387  1.2410  -2.5634
H  -2.2547  2.2749  -1.6269
H  -2.3024  0.6176  -0.3891

orbital gap	9.16	eV
2S+1	1

The following is a quantum chemistry calculation of one molecule with the formula C8H12 at a distorted geometry, from OMol25.

Geometry (Å):
C  0.4339  -2.6951  0.7673
C  -0.0085  -1.5860  0.3796
C  -0.3339  -0.1465  -0.0510
C  -1.8064  0.5854  -0.0166
C  -2.0448  0.8543  1.4216
C  0.8289  0.4798  -0.5178
C  0.7830  1.8838  -1.3281
C  2.1447  -0.2643  -0.5069
H  0.3447  -3.6595  1.1045
H  -1.6577  1.3779  -0.7271
H  -2.4365  -0.2648  -0.2420
H  -1.8393  0.0634  2.0537
H  -1.3239  1.5141  1.9532
H  -3.0853  1.0973  1.7261
H  1.5838  2.6477  -1.2188
H  0.9758  1.2660  -2.4696
H  -0.0987  2.5422  -1.3390
H  2.5272  -0.2780  -1.4626
H  2.9414  0.3206  -0.1358
H  2.0873  -1.2960  -0.1312

orbital gap	9.25	eV
2S+1	1
SMILES	C#CC(CC)=C(C)C

The following is a quantum chemistry calculation of C8H12B2F8K2O6 as an isolated structure at a distorted geometry, from OMol25.

Geometry (Å):
K  -1.1438  -1.0880  3.7321
K  -1.3240  -3.6871  -1.2712
B  -2.8322  -4.4823  2.1542
F  -2.5215  -4.7612  0.8544
F  -3.8586  -3.6848  2.1525
F  -3.0617  -5.6805  2.7786
F  -1.7277  -3.8727  2.7463
B  0.2273  -1.7451  0.8479
F  -1.1304  -1.4230  0.8491
F  0.4847  -2.8148  1.5565
F  0.3882  -1.9746  -0.4749
F  0.9497  -0.6261  1.3941
C  1.8891  0.8713  -1.3387
C  3.2166  0.1886  -0.8917
C  3.3852  -1.2426  -1.4268
O  4.5529  -1.0661  -2.2933
C  5.1141  0.1093  -2.0499
O  6.2460  0.4401  -2.3810
O  4.2446  0.9615  -1.3115
H  0.9998  0.2497  -1.2347
H  1.9239  1.1510  -2.3916
H  1.7907  1.7656  -0.7232
H  3.2423  0.2167  0.1976
H  2.5840  -1.5562  -2.0960
H  3.4744  -2.0494  -0.6993
C  -3.7022  3.0061  0.5776
C  -2.2209  2.4172  0.5747
C  -1.5988  2.0373  -0.7635
O  -0.4531  2.8451  -0.9265
C  -0.3154  3.6189  0.0668
O  0.5934  4.4693  0.1650
O  -1.4257  3.5086  0.8844
H  -4.3059  2.1876  0.1857
H  -3.9737  3.8769  -0.0192
H  -3.9754  3.2203  1.6108
H  -1.9908  1.5757  1.2282
H  -2.2942  2.0754  -1.6020
H  -1.4510  0.9622  -0.6618

orbital gap	9.40	eV
2S+1	1

The following is a quantum chemistry calculation of C8H12BeN4O8S2 as an isolated structure at a distorted geometry, from OMol25.

Geometry (Å):
Be  -0.9496  0.7592  -0.5047
S  -5.5618  2.1278  -2.4958
O  -5.8607  1.4763  -3.7134
O  -4.3006  2.8056  -2.4608
O  -6.6656  2.9594  -2.1153
O  -5.3689  1.0854  -1.5229
S  -1.5047  -4.0721  -2.2800
O  -1.0192  -3.6627  -0.9680
O  -2.7568  -4.7155  -2.0738
O  -1.8880  -2.8675  -2.9846
O  -0.5145  -4.9169  -2.9818
C  -2.3731  -3.7792  6.2528
C  -2.4979  -2.5290  5.3920
N  -2.4862  -1.6588  4.6523
H  -2.1280  -4.5845  5.5603
H  -3.3155  -3.9895  6.7586
H  -1.5982  -3.5294  6.9776
C  0.8191  -0.0153  -7.7061
C  1.1912  0.5524  -6.4223
N  1.4279  0.9372  -5.3853
H  1.1201  -1.0629  -7.7010
H  1.4009  0.4274  -8.5146
H  -0.2025  0.2341  -7.9927
C  6.5448  -2.0841  2.0004
C  5.4283  -1.2411  1.5529
N  4.5292  -0.5444  1.2082
H  7.2871  -1.9509  1.2134
H  6.3806  -3.1591  1.9264
H  6.9476  -1.9320  3.0018
C  1.6707  6.7863  3.7238
C  0.6394  5.8847  3.1580
N  -0.1203  5.2439  2.6905
H  1.3456  7.8169  3.5813
H  2.6246  6.4022  3.3624
H  1.7546  6.7962  4.8105

orbital gap	2.17	eV
2S+1	1
total charge	-2

The following is a quantum chemistry calculation of C8H12BiCl2LuN2O3S as an isolated structure at a distorted geometry, from OMol25.

Geometry (Å):
Lu  -1.1372  -0.1139  -1.2116
Bi  1.6489  -0.9418  0.4728
Cl  -2.6713  -1.7855  -2.0252
Cl  -1.5820  2.2903  -1.2513
C  0.9992  1.2164  0.0635
C  0.3053  -1.5915  -2.5666
C  -0.2034  0.7466  -3.3169
O  1.2244  2.2825  0.4882
O  0.6431  -2.3018  -3.4089
O  0.2992  0.9904  -4.3248
C  -0.3602  -2.4435  5.9628
C  0.1537  -1.7513  4.7072
N  -1.0592  -1.4057  3.9134
C  -0.9386  -0.5799  2.8126
S  -1.0271  -1.4173  1.2404
N  -0.7441  0.7232  2.9774
C  -0.6975  1.3215  4.3350
C  0.6310  1.9136  4.7166
H  -1.0998  -1.7932  6.4543
H  0.4406  -2.6401  6.6775
H  -0.8395  -3.4083  5.7410
H  0.6851  -0.8256  4.9688
H  0.8554  -2.3858  4.1319
H  -1.6018  -2.2439  3.6919
H  -0.3952  1.2534  2.1562
H  -1.5150  2.0523  4.4224
H  -0.9581  0.5112  5.0080
H  0.8784  2.8176  4.1513
H  0.5566  2.2081  5.7763
H  1.4416  1.1798  4.6348

orbital gap (alpha / beta)	3.60 / 3.60	eV
2S+1	1
total charge	+4

The following is a quantum chemistry calculation of an isolated ion of composition C8H12BrN2O and charge +1 at a distorted geometry, from OMol25.

Geometry (Å):
C  1.9223  1.7968  0.7095
C  0.9058  1.5557  -0.2448
C  1.3680  -0.2811  1.5338
C  1.3614  -1.4427  2.3602
C  -0.6835  -0.2426  -2.2984
C  -2.0849  0.6116  -0.3661
C  -0.9344  -1.6190  -0.2228
C  -0.8416  -0.1954  -0.7707
N  0.2992  0.4296  -0.1889
N  2.0851  0.8093  1.5845
O  2.0761  -1.3652  3.3327
Br  0.5428  2.9462  -1.4972
H  2.5106  2.6948  0.7480
H  0.7364  -2.2976  2.0989
H  0.2348  -0.7517  -2.5789
H  -1.5234  -0.7942  -2.7102
H  -0.6872  0.7515  -2.7331
H  -2.9721  0.1092  -0.7394
H  -2.1589  0.6817  0.7174
H  -2.0585  1.6152  -0.7825
H  -1.1111  -1.5933  0.8495
H  -1.7612  -2.1428  -0.6927
H  -0.0186  -2.1664  -0.4312
H  2.7928  0.8904  2.3223

orbital gap (alpha / beta)	7.61 / 7.61	eV
2S+1	1
total charge	+1

The following is a quantum chemistry calculation of C8H12CaCl3N4O12 as an isolated structure at a distorted geometry, from OMol25.

Geometry (Å):
Ca  -2.4347  17.4634  -20.0453
Cl  -2.8571  18.5613  -23.8695
O  -3.3769  19.8953  -23.6098
O  -3.2148  17.7231  -22.7353
O  -3.4405  18.0625  -25.0647
O  -1.4244  18.5852  -23.9737
Cl  1.3804  17.4132  -18.6502
O  1.8218  16.0353  -18.6322
O  1.7265  18.0565  -17.4103
O  1.9988  18.0886  -19.7668
O  -0.0387  17.4790  -18.7975
Cl  -3.5178  14.4405  -19.3922
O  -2.4917  13.4871  -19.6592
O  -3.8569  15.2477  -20.5528
O  -4.7370  13.8980  -18.8762
O  -2.9364  15.3692  -18.4077
C  -3.3904  20.5273  -16.5903
C  -3.0175  19.2117  -17.0888
N  -2.7096  18.2094  -17.5452
H  -3.3158  21.2301  -17.4162
H  -2.7566  20.8580  -15.7660
H  -4.3744  20.5154  -16.1211
C  1.2402  14.6698  -21.5557
C  0.1421  15.6169  -21.5430
N  -0.6894  16.4023  -21.5353
H  0.7956  13.6894  -21.7247
H  1.7668  14.7465  -20.6051
H  1.8919  14.9420  -22.3852
C  -0.9574  21.2830  -22.4940
C  -1.3737  20.4046  -21.4001
N  -1.6960  19.7217  -20.5424
H  -1.8685  21.8597  -22.6782
H  -0.6779  20.7276  -23.3838
H  -0.1755  22.0013  -22.2597
C  -7.1575  17.1089  -20.5155
C  -5.8868  17.6798  -20.2060
N  -4.8521  18.1094  -19.9732
H  -6.9941  16.0438  -20.2986
H  -7.3414  17.1709  -21.5875
H  -7.9836  17.4839  -19.9212

orbital gap	8.94	eV
2S+1	1
total charge	-1

Q: Number 2 is which compound?
A: C8H12